61
Properties=species:S:1:pos:R:3:forces:R:3 method="wB97M-V/def2-TZVPD" orbital_gap_ev=8.01 smiles="COc1ccc(CCN2CC(C#N)=C3c4cc(OC)c(OC)cc4CCN3C2)cc1OC"
C -6.046557 -2.341367 -1.159419 -0.173 -0.014 -0.149
O -4.930422 -2.295530 -0.307372 0.388 0.225 0.271
C -4.447206 -1.068103 0.081171 -0.056 -0.179 -0.033
C -4.945971 0.133717 -0.404952 -0.059 -0.159 -0.069
C -4.406110 1.350795 -0.026912 0.077 0.028 0.123
C -3.345936 1.406732 0.864638 -0.263 -0.041 0.024
C -2.727082 2.715111 1.269111 0.287 -0.054 0.050
C -1.223582 2.817945 0.974171 -0.232 0.114 0.078
N -0.959256 3.115767 -0.427635 -0.036 0.130 -0.046
C 0.372394 3.650886 -0.653617 0.022 0.110 -0.149
C 1.435427 2.573782 -0.516252 -1.051 -0.237 -0.111
C 2.715315 3.045689 -0.246976 0.817 0.257 0.027
N 3.737260 3.543341 -0.045825 0.156 0.049 0.076
C 1.090096 1.257121 -0.671229 -0.031 0.448 -0.090
C 2.019878 0.144005 -0.456115 0.109 -0.637 -0.060
C 3.141058 0.274361 0.366735 0.188 -0.110 0.118
C 4.053703 -0.752303 0.505230 0.073 -0.051 0.013
O 5.181158 -0.689494 1.260643 -0.210 -0.365 -0.248
C 5.495333 0.535017 1.882759 0.048 0.267 0.103
C 3.831581 -1.974567 -0.170367 0.160 0.019 0.110
O 4.776191 -2.933903 0.018648 -0.150 0.502 0.133
C 4.611321 -4.171659 -0.624956 -0.052 -0.236 -0.135
C 2.692187 -2.116412 -0.944040 0.224 -0.134 0.048
C 1.788094 -1.073676 -1.091360 -0.069 0.307 0.039
C 0.535330 -1.225160 -1.903739 -0.182 0.107 0.106
C -0.568958 -0.448822 -1.192827 0.035 -0.482 -0.078
N -0.172632 0.932490 -1.070513 0.304 0.120 0.220
C -1.142984 1.990760 -1.303685 -0.275 0.195 -0.333
C -2.872591 0.210519 1.382179 -0.165 -0.145 -0.139
C -3.388437 -1.025213 1.006929 0.078 0.070 0.112
O -2.751864 -2.087094 1.582352 0.028 0.421 -0.225
C -3.320976 -3.376893 1.565100 -0.088 -0.515 0.056
H -6.272918 -3.399665 -1.282967 -0.035 0.088 -0.035
H -6.912593 -1.836023 -0.720052 0.036 -0.001 -0.026
H -5.827134 -1.904311 -2.139257 -0.024 0.001 0.045
H -5.765377 0.130355 -1.105543 -0.077 -0.060 -0.071
H -4.813921 2.260411 -0.441678 -0.031 0.115 -0.044
H -2.860015 2.845027 2.346182 -0.035 0.054 0.008
H -3.233732 3.536358 0.761036 -0.014 0.040 0.066
H -0.821814 3.651608 1.554609 0.042 -0.087 -0.014
H -0.716040 1.900984 1.307054 0.042 0.063 0.050
H 0.564835 4.458342 0.057265 -0.023 -0.051 -0.053
H 0.393526 4.089735 -1.659005 0.027 0.032 0.119
H 3.286515 1.194104 0.904615 0.125 -0.007 0.093
H 6.474347 0.388552 2.335960 -0.072 0.052 -0.005
H 5.544308 1.355763 1.160881 -0.025 -0.024 0.020
H 4.769972 0.785641 2.663963 0.012 -0.001 -0.042
H 4.587994 -4.060780 -1.714421 -0.012 0.003 0.050
H 3.700639 -4.681910 -0.292797 0.032 0.034 -0.023
H 5.478607 -4.766592 -0.343184 -0.080 0.006 -0.047
H 2.489928 -3.046095 -1.452941 0.018 -0.123 -0.024
H 0.259121 -2.275266 -2.001402 0.011 -0.024 -0.006
H 0.683978 -0.814136 -2.907514 -0.064 -0.032 -0.027
H -1.503840 -0.489126 -1.755988 0.028 0.026 0.057
H -0.745431 -0.891727 -0.201991 -0.057 -0.029 -0.128
H -2.143098 1.578718 -1.164436 0.198 -0.035 -0.126
H -1.052090 2.354740 -2.338598 -0.046 -0.057 0.143
H -2.069072 0.201497 2.102611 0.139 -0.028 0.097
H -4.342472 -3.371191 1.951585 0.052 -0.007 -0.023
H -2.688801 -3.974287 2.222223 -0.066 0.022 -0.033
H -3.317290 -3.809602 0.562727 -0.006 0.022 0.134

55
Properties=species:S:1:pos:R:3:forces:R:3 method="wB97M-V/def2-TZVPD" orbital_gap_ev=3.68 total_charge=+1
C 4.831115 1.256007 3.858170 0.687 0.511 -0.001
C 3.622863 0.479663 3.450205 0.141 0.084 -0.149
C 3.535755 -0.884194 3.743875 -0.406 0.539 0.029
C 2.409998 -1.589917 3.350497 -0.082 0.221 -0.223
C 1.373787 -0.958624 2.640248 0.309 0.123 0.148
C 0.077941 -1.721206 2.454760 0.081 0.018 0.729
C -1.064123 -1.060075 1.774202 -0.619 -0.965 -0.051
C -2.031258 -1.818936 1.227193 1.391 0.445 1.185
C -3.084199 -1.253041 0.475092 -1.955 0.885 -0.461
C -4.219547 -2.001083 0.098709 0.448 0.175 -0.068
C -5.217652 -1.399605 -0.650657 -0.008 0.308 0.019
C -5.115314 -0.048686 -0.991917 0.227 -0.083 0.020
C -6.198547 0.599901 -1.773004 -0.166 0.330 -0.278
C -3.996740 0.699841 -0.613142 -0.157 -0.209 0.249
C -3.002549 0.116934 0.141779 -0.330 -0.749 -0.336
C 1.474872 0.422255 2.382113 -0.435 -1.050 -0.061
C 2.601389 1.121848 2.748190 0.444 -0.222 0.600
H 4.752122 2.298197 3.485950 0.193 -0.588 0.291
H 4.981487 1.288720 4.955022 -0.126 -0.053 -0.518
H 5.729419 0.791655 3.408956 -0.282 0.343 0.264
H 4.319733 -1.336762 4.349967 -0.124 -0.064 -0.246
H 2.317672 -2.634388 3.646518 -0.061 0.071 -0.281
H 0.163832 -2.832591 2.319274 0.153 1.132 -0.512
H -1.312125 -0.022830 2.056672 0.742 -0.402 -0.782
H -2.055512 -2.865401 1.490017 0.334 -0.521 -0.753
H -4.307576 -3.057800 0.378393 0.161 0.404 -0.111
H -6.096561 -1.955080 -0.991917 0.313 0.105 0.221
H -5.945411 1.646159 -1.959700 -0.182 -0.100 -0.073
H -6.334430 0.095624 -2.728835 -0.120 0.048 -0.083
H -7.140059 0.561149 -1.226221 -0.098 0.033 -0.060
H -3.903976 1.743456 -0.905587 -0.156 -0.152 0.035
H -2.139415 0.689274 0.458155 -0.097 -0.014 -0.304
H 0.638229 0.954144 1.952086 0.046 -0.062 -0.250
H 2.677883 2.190900 2.566395 -0.027 -0.170 -0.052
C -2.128830 -2.751919 7.072681 -0.687 -0.490 0.934
Si -1.390799 -4.478347 6.794311 2.862 2.265 -3.148
C -1.999869 -5.581440 5.400737 -0.701 -0.872 0.641
H -0.319736 -1.623791 3.432217 -0.246 -0.421 1.881
C 0.477328 -4.497611 7.035170 -0.140 -0.619 1.273
C 0.378628 -5.167059 8.299216 0.675 0.792 -1.547
C 1.504362 -5.550206 9.025818 0.029 -0.273 0.428
C 2.795220 -5.281038 8.537630 -0.831 0.118 -0.283
C 2.919913 -4.606332 7.307750 -0.422 0.189 -0.248
C 1.781939 -4.190709 6.547858 0.284 -0.422 0.507
H -1.333613 -1.966632 7.095663 -0.416 -0.931 0.084
H -2.885819 -2.490017 6.293608 0.500 -0.485 0.567
H -2.646325 -2.790321 8.066840 0.262 0.502 -0.744
H -1.173411 -6.017697 4.784405 -0.473 0.475 0.840
H -2.547332 -6.422805 5.903112 0.264 0.383 -0.765
H -2.724157 -5.058389 4.729903 0.458 -0.196 0.738
H -0.658259 -5.350125 8.660006 0.134 -0.295 0.573
H 1.361230 -6.064152 9.975458 0.168 0.123 -0.191
H 3.674860 -5.600497 9.125532 -0.611 0.289 -0.519
H 3.943147 -4.400834 6.935925 -0.883 -0.028 0.132
H 1.983016 -3.640120 5.607113 -0.465 -0.476 0.707

69
Properties=species:S:1:pos:R:3:forces:R:3 method="wB97M-V/def2-TZVPD" orbital_gap_ev="3.61 / 6.75" total_charge=-2 spin_multiplicity=2
Bi -1.773087 0.971388 -0.399144 0.039 0.077 0.051
O -5.200382 0.566379 -2.679041 -0.055 0.043 -0.030
As -5.061847 1.604224 -1.264107 0.178 -0.168 0.159
O -6.564609 1.904226 -0.734193 0.055 -0.065 0.009
O -3.941279 0.731068 -0.293260 -0.087 0.248 -0.212
C -4.045166 3.094813 -2.030228 -0.014 -0.024 -0.053
C -4.046736 3.167614 -3.423471 0.009 0.031 0.017
C -3.298966 4.125056 -4.089201 -0.012 -0.030 -0.017
C -2.519874 5.018906 -3.370274 -0.006 -0.008 0.023
C -2.512839 4.962590 -1.986890 -0.017 0.045 -0.034
C -3.278029 4.014704 -1.316063 0.044 0.052 0.036
S -3.202243 4.036359 0.479549 -0.159 -0.134 0.006
O -2.930266 5.409204 0.838415 0.020 0.075 0.038
O -2.042693 3.154730 0.790625 0.022 -0.189 -0.119
O -4.462377 3.477382 0.903653 0.063 0.102 0.004
H -4.301255 0.240610 -2.895625 0.009 -0.031 0.012
H -4.626029 2.444168 -3.979337 0.006 0.001 -0.022
H -3.308289 4.156896 -5.172179 -0.007 -0.007 0.003
H -1.918690 5.758351 -3.886244 0.001 0.005 0.011
H -1.931605 5.662357 -1.401418 -0.005 -0.006 0.020
C 5.373411 -1.629573 2.437201 -0.011 0.013 0.013
C 5.295765 -1.645667 0.904026 0.002 0.008 -0.006
C 5.817709 -2.996896 0.413642 0.017 -0.021 0.007
C 6.222462 -0.555667 0.349652 0.025 0.012 -0.019
C 3.855883 -1.390372 0.463211 -0.063 -0.009 0.020
C 3.253877 -0.165635 0.715989 0.012 -0.023 -0.006
C 1.939957 0.058766 0.358131 -0.046 -0.053 -0.025
Br 1.202874 1.769459 0.737978 0.009 0.117 0.020
C 1.108306 -0.899573 -0.267633 0.028 -0.187 0.060
O -0.122020 -0.693083 -0.592138 -0.011 0.240 -0.068
C 1.742205 -2.156553 -0.533259 -0.026 -0.025 0.038
C 3.063356 -2.355632 -0.160432 0.031 0.015 -0.040
C 0.940243 -3.263825 -1.225035 0.003 0.021 0.013
C 1.769283 -4.535814 -1.425484 0.005 -0.029 -0.012
C -0.280266 -3.644853 -0.372896 0.002 -0.004 -0.006
C 0.480633 -2.790849 -2.613145 0.014 -0.012 0.008
H 6.401384 -1.787484 2.779049 0.014 -0.005 -0.001
H 4.742217 -2.413790 2.859180 -0.006 -0.003 -0.003
H 5.023089 -0.675482 2.833452 0.005 0.007 0.005
H 6.862079 -3.117422 0.714301 0.003 0.002 0.005
H 5.765774 -3.074601 -0.674021 0.004 0.013 -0.009
H 5.250587 -3.826462 0.839313 -0.013 0.000 0.007
H 7.254661 -0.731851 0.668163 0.009 -0.004 0.002
H 5.929792 0.435047 0.697721 -0.012 0.005 0.005
H 6.193349 -0.546026 -0.741501 -0.006 -0.006 -0.008
H 3.795121 0.635962 1.203818 0.010 0.003 0.005
H 3.504386 -3.317810 -0.372098 0.008 -0.001 0.004
H 2.108817 -4.959818 -0.476941 -0.002 0.004 0.013
H 2.643263 -4.360714 -2.058170 0.000 0.007 -0.014
H 1.145089 -5.284332 -1.919463 0.001 -0.002 -0.001
H 0.040419 -4.050077 0.590846 0.002 0.007 0.006
H -0.865407 -4.411994 -0.889029 -0.008 -0.007 -0.005
H -0.916508 -2.782727 -0.193188 -0.005 0.002 0.015
H 1.343815 -2.491506 -3.214527 0.008 -0.010 -0.007
H -0.203343 -1.949149 -2.547023 -0.005 0.032 0.004
H -0.027004 -3.610163 -3.132095 -0.017 0.002 0.000
Cl -2.128525 0.058834 -3.047524 -0.011 -0.046 0.022
O -1.800152 -0.089805 1.485646 0.023 -0.112 0.011
N -2.361148 0.464165 2.602756 -0.104 0.056 -0.027
C -1.526292 1.119053 3.490359 0.004 -0.030 -0.034
C -2.057111 1.836803 4.516835 0.028 0.024 0.022
C -3.452796 1.955396 4.685186 0.020 -0.019 -0.012
C -4.269834 1.317032 3.717776 -0.038 -0.007 0.005
C -3.732893 0.598222 2.699196 -0.006 -0.031 0.056
H -0.473311 0.998654 3.295280 0.035 0.009 -0.007
H -1.369642 2.328711 5.194387 -0.001 0.003 0.008
H -3.876742 2.568365 5.466414 -0.004 0.008 0.008
H -5.346675 1.417781 3.744031 -0.002 0.000 -0.003
H -4.293875 0.141928 1.900500 -0.004 0.019 0.029